1.
Entry from OMol25: CH4IO2PS in the gas phase (ωB97M-V/def2-TZVPD).

SMILES: CO[S@@](=O)(=P)I
Total energy (hartree): -1228.0527
M (g mol⁻¹): 237.99
2S+1: 1
Energy relative to the best compared isomer or geometry (same formula, charge and spin) (kJ/mol): 349.1
HOMO energy (spin up / spin down) (eV): -8.83 / -8.83
Kohn-Sham gap (spin up / spin down) (eV): 6.7 / 6.7

Positions of all 10 atoms, in Å:
C1 -1.32354 -0.91288 -0.16805
O1 0.64553 0.83306 -1.65129
O2 -0.77169 -0.14847 0.72701
P1 1.66480 2.43369 0.63093
S1 0.86780 0.76890 -0.23204
I1 2.11633 -1.28290 0.22339
H1 -2.25491 -1.41924 0.35297
H2 -0.55801 -1.57434 -0.62705
H3 -1.75919 -0.33179 -1.03594
H4 1.37288 1.63397 1.78006

2.
Entry from OMol25: C5H9N in the gas phase (ωB97M-V/def2-TZVPD).

SMILES: C=C/C(N)=C\C
Total energy (hartree): -250.5381
M (g mol⁻¹): 83.13
2S+1: 1
Energy relative to the best compared isomer or geometry (same formula, charge and spin) (kJ/mol): 338.3
HOMO energy (eV): -7.20
Kohn-Sham gap (eV): 7.7

Positions of all 15 atoms, in Å:
C1 1.57351 0.54801 -1.15559
N1 -1.55870 1.06279 0.80972
C2 -0.36112 0.44224 0.50336
C3 0.15475 0.77150 -0.75395
C4 0.49950 -2.01979 0.43097
C5 -0.38144 -1.03824 0.28705
H1 1.78168 -0.52765 -1.20529
H2 2.28971 0.99877 -0.47273
H3 1.72211 0.98752 -2.13823
H4 -1.87223 0.92745 1.75680
H5 -1.59867 2.02239 0.50326
H6 -0.54460 1.05966 -1.53862
H7 0.30870 -2.98921 0.00971
H8 1.37287 -1.93475 1.06157
H9 -1.42847 -1.31774 0.13237

3.
Entry from OMol25: a gas-phase ion, C5H10NO2 (charge +1) (ωB97M-V/def2-TZVPD).

Total energy (hartree): -401.3060
M (g mol⁻¹): 116.14
2S+1: 1
Energy relative to the best compared isomer or geometry (same formula, charge and spin) (kJ/mol): 574.9
HOMO energy (eV): -11.66
Charge: +1
Kohn-Sham gap (eV): 7.0

Positions of all 18 atoms, in Å:
C1 0.06915 -1.13093 0.18582
C2 -1.36669 -0.98471 0.65712
C3 0.12443 1.44036 0.17912
C4 -1.83751 0.95209 -0.93194
C5 2.11660 0.12656 -0.44822
N1 0.86897 0.16423 0.44962
O1 -2.20628 -0.07806 -0.21034
O2 -0.57681 1.30159 -1.07386
H1 0.64660 -1.94728 0.62895
H2 0.11038 -1.42065 -0.80853
H3 -2.00296 -1.86295 0.37744
H4 -1.32366 -0.74555 1.75687
H5 -0.45733 1.70337 1.05487
H6 -2.55437 1.34947 -1.48192
H7 2.82029 -0.65193 -0.36441
H8 1.73446 0.47782 -1.40379
H9 2.64544 1.06919 -0.06983
H10 1.18929 0.23737 1.50302

4.
Entry from OMol25: C16H24N4O5S2 in the gas phase (ωB97M-V/def2-TZVPD).

SMILES: CSCC[C@@H](NC(N)=O)C(=O)Nc1cccc(S(=O)(=O)N2CCOCC2)c1
Total energy (hartree): -2015.7344
M (g mol⁻¹): 416.52
2S+1: 1
Energy relative to the best compared isomer or geometry (same formula, charge and spin) (kJ/mol): 28.2
HOMO energy (eV): -8.64
Kohn-Sham gap (eV): 9.0

Positions of all 51 atoms, in Å:
C1 -4.44045 -0.05262 -1.23941
H1 -4.79897 -0.99813 -0.84591
H2 -3.35437 -0.03234 -1.23008
H3 -4.83062 0.10585 -2.24078
S1 -5.09563 1.23277 -0.14218
C2 -4.63410 2.75434 -1.05494
C3 -3.15943 2.88863 -1.40467
C4 -2.17054 2.99768 -0.22832
N1 -2.81691 2.91776 1.06651
C5 -2.25285 3.44183 2.18272
O1 -1.16923 4.01279 2.18104
N2 -2.97565 3.26380 3.32173
H4 -3.93343 2.96407 3.28546
H5 -2.66593 3.75585 4.14148
H6 -3.57614 2.25064 1.14487
H7 -1.65237 3.96357 -0.25564
C6 -1.09069 1.88950 -0.32604
O2 -1.22703 0.89916 -1.01369
N3 -0.03213 2.16657 0.46794
C7 1.09933 1.38506 0.68593
C8 1.90860 1.69891 1.77945
C9 3.04760 0.96280 2.04723
C10 3.39518 -0.10340 1.23204
C11 2.59560 -0.39743 0.14574
C12 1.45954 0.32744 -0.14743
H8 0.87926 0.07987 -1.02042
S2 3.02709 -1.80151 -0.87326
O3 4.44841 -1.99023 -0.84798
O4 2.38180 -1.67737 -2.15092
N4 2.34408 -3.02447 0.06308
C13 3.07588 -4.27623 0.10321
H9 4.13635 -4.03001 0.13358
C14 2.75458 -5.12761 -1.12722
H10 3.21310 -6.11514 -1.05255
O5 1.36501 -5.34627 -1.24026
C15 0.66755 -4.12398 -1.36226
H11 -0.38972 -4.38405 -1.43646
C16 0.92311 -3.22158 -0.15071
H12 0.46376 -2.24547 -0.30156
H13 0.51250 -3.68234 0.75419
H14 0.98651 -3.59491 -2.27037
H15 3.12950 -4.61026 -2.02323
H16 2.78693 -4.80594 1.01669
H17 4.27647 -0.69747 1.40767
H18 3.66449 1.21979 2.89465
H19 1.63124 2.52854 2.41347
H20 -0.13645 2.97981 1.08588
H21 -2.85642 2.02879 -2.00705
H22 -3.06086 3.77586 -2.03298
H23 -5.22293 2.75963 -1.97323
H24 -4.97018 3.57210 -0.41780

5.
Entry from OMol25: 2 unconnected molecules or ions with the total composition C2H11N3O (ωB97M-V/def2-TZVPD).

SMILES: NCN.NCO
Total energy (hartree): -322.2524
M (g mol⁻¹): 93.13
2S+1: 1
Energy relative to the best compared isomer or geometry (same formula, charge and spin) (kJ/mol): 84.8
HOMO energy (eV): -9.18
Kohn-Sham gap (eV): 10.0

Positions of all 17 atoms, in Å:
N1 -0.95467 0.51575 2.32728
C1 0.14264 1.46535 2.09804
N2 1.43612 0.87831 2.48429
H1 -1.04246 0.06656 1.38864
H2 -0.84973 -0.05153 3.14705
H3 0.37563 1.84868 1.09222
H4 -0.12347 2.36260 2.67503
H5 1.62707 0.84230 3.48188
H6 2.21625 1.25260 1.96724
N3 -0.03164 -0.05766 -2.66058
C2 -0.64964 -1.33966 -2.96170
O1 -0.16198 -2.27229 -2.00877
H7 0.00682 0.17675 -1.67552
H8 0.85103 0.01194 -3.13998
H9 -1.70955 -1.17077 -2.77443
H10 -0.37795 -1.71824 -3.95742
H11 -0.75449 -2.81068 -1.48327

6.
Entry from OMol25: C4H5NO2 in the gas phase (ωB97M-V/def2-TZVPD).

SMILES: C=CC(=C)[N+](=O)[O-]
Total energy (hartree): -360.3887
M (g mol⁻¹): 99.09
2S+1: 1
Energy relative to the best compared isomer or geometry (same formula, charge and spin) (kJ/mol): 737.2
HOMO energy (spin up / spin down) (eV): -9.14 / -9.56
Kohn-Sham gap (spin up / spin down) (eV): 8.4 / 7.7

Positions of all 12 atoms, in Å:
C1 0.29700 1.39657 1.39191
C2 1.02452 -1.47570 0.15438
C3 -0.39653 0.99371 0.31413
C4 -0.20811 -0.20024 -0.40398
N1 -0.91504 -0.54724 -1.55664
O1 -0.69004 -1.61142 -2.10382
O2 -1.73437 0.27130 -1.95277
H1 0.07281 2.32738 1.88054
H2 1.10275 0.81340 1.80623
H3 1.06342 -2.32402 -0.49053
H4 1.57273 -1.26751 1.04104
H5 -1.18916 1.62376 -0.08051

7.
Entry from OMol25: a molecular structure, C5H13CaOPSi (ωB97M-V/def2-TZVPD).

Total energy (hartree): -1581.2319
M (g mol⁻¹): 188.30
2S+1: 1
HOMO energy (eV): -13.82
Charge: +2
Kohn-Sham gap (eV): 3.5

Positions of all 22 atoms, in Å:
C1 1.45653 -1.72030 1.11809
P1 1.80317 -0.87133 -0.47947
C2 2.11869 0.88110 -0.05864
Si1 -0.09217 -0.94656 -1.65799
C3 -1.06940 0.70312 -1.59559
C4 -1.32558 1.20569 -0.23664
C5 -1.24121 0.23555 0.87444
O1 -2.57053 0.88628 0.36041
H1 1.38095 -1.01442 1.94593
H2 0.54860 -2.31715 1.05797
H3 2.27388 -2.39701 1.34114
H4 3.15332 0.97204 0.25698
H5 1.48916 1.28316 0.73614
H6 1.99929 1.48987 -0.95105
H7 -0.95726 -1.99910 -1.05717
H8 0.13826 -1.26655 -3.07068
H9 -2.03066 0.59554 -2.09127
H10 -0.48374 1.46042 -2.10823
H11 -0.95119 2.19522 0.02253
H12 -1.47836 -0.82086 0.82149
H13 -1.43343 0.62628 1.86234
Ca1 -2.72830 0.81901 2.90928